98
Properties=species:S:1:pos:R:3:forces:R:3 method="wB97M-V/def2-TZVPD" s2=6.0196 homo_energy_ev="-10.22 / -10.21" multiplicity=5 energy_ha=-3073.213490 relative_energy_kj_mol=0.00 total_charge=+1 gap_ev="8.6 / 5.6"
Os 0.312052 -0.653330 1.298554 0.19 0.45 0.37
C 2.503957 -2.565717 4.457154 0.03 -0.02 0.02
C 2.300801 -2.274549 3.116647 -0.07 0.06 -0.06
N 1.286714 -1.408290 3.002094 0.06 -0.02 0.19
N 0.834367 -1.128575 4.247660 -0.12 -0.02 -0.16
C 1.549852 -1.823682 5.133543 0.01 0.06 0.03
B -0.407885 -0.224894 4.427820 0.12 0.14 0.17
N -1.625565 -0.889456 3.769369 0.11 0.03 -0.15
C -2.757566 -1.360920 4.307086 0.00 0.02 0.08
C -3.533561 -1.901912 3.301680 0.00 0.02 0.02
C -2.785164 -1.717543 2.141213 -0.02 0.09 -0.13
N -1.639614 -1.103081 2.430929 -0.08 -0.17 0.24
N -0.096455 1.106458 3.683675 -0.13 -0.23 -0.15
C -0.178524 2.359844 4.122061 0.10 0.00 0.06
C 0.165132 3.224826 3.094198 0.03 0.04 0.05
C 0.438394 2.403083 2.017594 0.04 -0.14 0.06
N 0.271348 1.119621 2.373227 -0.05 0.18 0.15
H 3.244171 -3.220420 4.878778 0.02 -0.01 0.01
H 2.817039 -2.606093 2.230578 0.05 -0.03 0.00
H 1.335193 -1.737176 6.184891 0.01 -0.02 0.03
H -0.594954 -0.002969 5.588008 -0.05 -0.04 -0.05
H -2.930422 -1.273727 5.366232 -0.03 0.00 0.02
H -4.502185 -2.357224 3.395407 -0.02 -0.02 0.00
H -3.000444 -1.986492 1.120423 0.00 -0.02 0.01
H -0.462780 2.553425 5.142150 -0.01 0.02 0.02
H 0.217537 4.297360 3.129878 -0.01 0.03 0.00
H 0.758905 2.647493 1.022139 0.02 0.02 -0.03
C 2.123105 3.758138 -2.990092 0.03 -0.01 -0.07
C 1.621821 3.931187 -1.568238 -0.10 -0.06 0.00
C 2.774051 4.079777 -0.591708 0.04 0.01 0.02
C 0.660912 5.105321 -1.468870 0.00 0.08 -0.01
O 0.946153 2.694492 -1.185933 0.03 0.06 -0.03
Si -0.614152 2.267480 -1.271834 0.03 -0.13 0.31
S -0.571816 0.209275 -0.535869 -0.38 -0.09 -0.71
O -1.271379 2.202829 -2.728437 -0.04 -0.05 -0.18
C -1.289572 1.339160 -3.900226 0.04 0.08 0.17
C -1.471632 2.270481 -5.084532 -0.02 0.04 -0.04
C -2.474358 0.399911 -3.750086 -0.02 -0.03 -0.06
C 0.019626 0.571907 -4.013270 0.00 -0.07 -0.09
O -1.499949 3.150810 -0.255197 0.00 0.16 -0.13
C -2.937122 3.359927 -0.135419 0.14 -0.14 0.00
C -3.425213 4.152807 -1.334878 -0.06 0.06 -0.04
C -3.619214 2.003556 -0.039877 -0.06 -0.01 0.00
C -3.118536 4.151532 1.146503 0.00 0.03 0.04
H 2.684028 4.638824 -3.304154 0.02 0.00 0.01
H 1.288565 3.627590 -3.680053 -0.03 -0.01 0.01
H 2.775429 2.886622 -3.059625 0.01 -0.01 0.01
H 3.355369 4.973329 -0.819211 0.00 0.01 -0.01
H 3.434122 3.213735 -0.648157 0.00 -0.02 0.00
H 2.403475 4.166162 0.430586 0.01 0.03 0.00
H 1.184592 6.032960 -1.703130 0.02 -0.01 -0.01
H 0.243894 5.187489 -0.465587 0.00 -0.01 0.02
H -0.163282 5.002640 -2.178851 -0.01 -0.03 0.00
H -2.382740 2.858032 -4.972470 -0.01 -0.01 0.02
H -1.542795 1.695586 -6.007728 0.00 -0.01 -0.01
H -0.627967 2.956237 -5.168981 0.02 0.00 0.01
H -3.386739 0.972097 -3.580293 -0.01 0.01 -0.01
H -2.329698 -0.292230 -2.919865 0.02 0.01 0.04
H -2.604335 -0.186145 -4.660834 0.01 -0.01 0.00
H 0.870675 1.252015 -3.997630 0.03 0.06 0.00
H 0.033112 0.025619 -4.958353 0.00 0.00 0.00
H 0.132750 -0.151557 -3.205347 -0.02 0.01 0.03
H -3.295495 3.594970 -2.260934 0.02 -0.03 0.01
H -2.879136 5.093478 -1.415813 0.01 0.01 0.02
H -4.484500 4.383128 -1.215375 -0.01 0.01 0.00
H -3.489271 1.431589 -0.960872 0.02 0.00 -0.02
H -4.690032 2.128214 0.126497 0.00 0.02 0.00
H -3.206172 1.425946 0.789242 0.00 0.00 0.02
H -2.548856 5.080454 1.101752 0.00 0.00 -0.01
H -2.776512 3.573627 2.004981 0.03 -0.02 0.02
H -4.170162 4.398844 1.291103 -0.02 -0.01 0.00
N 3.324290 -0.452552 -2.835824 0.06 0.06 -0.01
C 3.465322 -1.741844 -2.169308 -0.01 -0.10 -0.05
C 3.323229 -1.588410 -0.667072 -0.15 0.14 0.09
O 3.653845 -2.417515 0.133265 0.04 -0.04 0.01
O 2.725064 -0.441361 -0.298538 0.21 -0.03 0.02
H 2.951106 -0.550017 -3.770237 -0.05 0.00 0.03
H 4.216607 0.020980 -2.912051 0.00 -0.02 -0.03
H 2.576070 0.063308 -1.131659 -0.05 0.06 0.00
H 4.391913 -2.280572 -2.375845 -0.02 0.02 0.03
H 2.635887 -2.390807 -2.464109 0.05 -0.01 -0.04
O -1.439036 -2.943850 -0.308900 -0.06 -0.04 0.04
C -0.371866 -3.296479 0.124290 0.28 0.36 0.02
O 0.556341 -2.389212 0.547408 -0.13 -0.61 -0.16
C 0.080461 -4.690522 0.280442 -0.06 -0.13 -0.03
C -0.888904 -5.682432 0.187530 0.10 -0.12 -0.04
C -0.563318 -7.030808 0.352844 -0.06 0.20 -0.03
C 0.757252 -7.312541 0.595560 -0.09 -0.16 -0.01
O 1.317340 -8.533286 0.783954 0.14 0.07 0.02
C 2.721119 -8.306289 0.972420 -0.04 0.04 0.00
O 2.945706 -6.894333 0.921550 -0.07 -0.10 0.01
C 1.727810 -6.325457 0.679125 0.09 0.05 0.03
C 1.430935 -5.000633 0.537633 -0.10 0.07 -0.02
H -1.907545 -5.389198 -0.020516 -0.03 0.00 0.01
H -1.305953 -7.812107 0.290128 -0.01 -0.02 0.00
H 3.271856 -8.789384 0.164484 0.02 -0.02 0.04
H 3.012880 -8.684381 1.952481 0.03 -0.02 -0.04
H 2.190208 -4.234205 0.595025 0.01 -0.01 0.00

---

47
Properties=species:S:1:pos:R:3:forces:R:3 method="wB97M-V/def2-TZVPD" homo_energy_ev=-10.82 multiplicity=1 energy_ha=-1616.866866 relative_energy_kj_mol=170.60 total_charge=+1 gap_ev=6.4
C 1.009605 5.343267 -0.474036 1.18 -0.80 -0.46
C -0.035769 4.266355 -0.676237 -0.11 -0.39 1.64
C -1.230709 4.460797 -1.373130 -1.29 -2.75 -0.14
C -2.237860 3.355283 -1.370705 4.82 1.41 2.06
C -1.983875 2.195628 -0.586559 1.66 5.27 -1.89
N -0.848096 2.118391 0.139193 0.58 0.83 0.37
C -0.642916 0.945484 1.035458 0.37 0.80 0.20
C -1.707741 0.816051 2.158827 1.58 -1.97 0.03
C -1.873922 1.674252 3.174189 -0.52 -1.59 0.00
C -1.161545 2.866155 3.185588 -0.50 1.73 -0.95
N -0.905116 3.895511 2.754713 1.02 0.89 0.30
C -2.783615 1.404855 4.249399 1.39 -0.02 -1.37
N -3.470874 1.082797 5.089410 -1.31 -0.38 1.50
C -0.433367 -0.265387 0.124548 0.85 -1.29 -0.49
O -1.255665 -0.565426 -0.700963 -0.58 -0.02 0.16
N 0.780540 -0.980860 0.232317 -2.28 -0.71 0.55
C 0.830215 -2.404313 0.006318 -0.05 -2.60 -0.07
C 0.277915 -3.084617 -1.128898 0.78 -0.17 -0.44
C 0.483002 -4.484695 -1.269547 0.57 -0.05 1.15
C 1.186533 -5.222700 -0.286584 -1.50 -0.30 -3.04
C 1.653727 -4.586430 0.797197 1.03 -0.03 1.64
C 1.500736 -3.227612 1.010595 -1.48 1.16 -1.88
S 2.047576 -2.546440 2.521272 -0.11 -0.15 0.58
C 2.706847 -1.096811 1.827531 -0.29 0.54 -1.88
C 4.024601 -0.685842 2.089434 -0.42 1.05 0.37
C 4.525393 0.435059 1.444222 -0.21 1.19 -1.32
C 3.752755 1.145517 0.461463 1.20 -1.86 2.06
C 2.503945 0.655009 0.204875 -1.00 1.15 -1.84
C 1.940780 -0.461427 0.759696 2.98 -0.09 2.90
C 0.117602 3.101723 0.124498 -0.33 0.54 -0.02
H 0.693593 6.127983 0.198423 -0.25 0.02 0.30
H 1.262699 5.815473 -1.414507 -0.08 0.16 -0.30
H 1.984246 4.914189 -0.106101 -1.08 0.35 -0.17
H -1.385002 5.366245 -1.985808 -0.05 -0.59 0.50
H -3.038638 3.519397 -2.000829 -1.86 -0.31 -0.87
H -2.650470 1.454768 -0.674475 -1.98 -3.09 0.42
H 0.338364 1.151384 1.441787 0.08 0.03 0.73
H -1.976587 -0.232681 2.384424 -0.71 0.70 -0.69
H -0.181956 -2.568004 -2.006275 0.36 -0.19 1.25
H 0.187412 -5.117701 -2.107028 -0.35 0.93 -0.16
H 1.353759 -6.295703 -0.509016 -0.03 0.83 0.56
H 2.203089 -5.209513 1.489175 0.10 0.36 0.46
H 4.684882 -1.089042 2.871302 -0.75 -0.40 -0.45
H 5.548397 0.742968 1.670679 -0.33 -0.01 -0.15
H 4.133495 1.916367 -0.165237 0.41 0.64 0.02
H 1.922637 1.165304 -0.581318 0.28 -0.39 0.13
H 1.020693 3.060309 0.842038 -1.79 -0.42 -1.32

---

17
Properties=species:S:1:pos:R:3:forces:R:3 method="wB97M-V/def2-TZVPD" homo_energy_ev="-16.57 / -16.57" multiplicity=1 energy_ha=-995.725914 relative_energy_kj_mol=0.00 total_charge=+2 gap_ev="7.3 / 7.3"
C -0.748020 0.013413 0.093962 0.18 0.99 -0.09
C 2.444605 1.839850 -0.381473 -1.83 -0.50 -4.67
N -0.937019 -1.338036 -0.424305 0.86 1.79 -0.25
N 0.508747 0.453519 -0.004222 -1.24 -1.01 -0.48
N -1.078271 -2.392052 0.574676 -1.12 -0.58 0.24
N 1.107741 1.617025 0.125954 -3.49 4.31 2.23
S -1.993426 1.213298 0.556677 -0.62 -1.73 -0.60
I -4.131211 0.044242 -0.182860 1.45 0.74 0.45
H 2.341575 1.541646 -1.542836 0.98 1.09 2.41
H 2.853119 2.813894 -0.215003 -0.74 1.01 -0.17
H 3.157154 1.273996 0.069128 1.77 -2.39 1.43
H -1.642242 -1.264145 -1.224290 0.71 -1.16 1.74
H 1.118189 -0.290242 -0.268153 0.94 -0.62 -0.45
H -0.406360 -2.307040 1.397266 -0.69 0.17 -1.35
H -2.041391 -2.389254 0.960971 0.24 0.05 0.16
H -0.967388 -3.363554 0.164721 0.25 1.25 0.07
H 0.414197 2.533446 0.299794 2.37 -3.40 -0.67

---

90
Properties=species:S:1:pos:R:3:forces:R:3 method="wB97M-V/def2-TZVPD" homo_energy_ev=-9.46 multiplicity=1 energy_ha=-1401.262125 relative_energy_kj_mol=1225.90 total_charge=0 gap_ev=10.2
C 46.969000 75.155000 25.776000 7.73 0.59 12.77
C 46.369000 76.336000 26.356000 -1.05 -0.16 0.32
O 46.968000 76.648000 27.621000 -0.71 0.60 -1.99
C 46.615000 77.927000 28.089000 -0.59 2.20 -3.60
C 47.233000 78.102000 29.333000 3.12 1.05 5.15
H 46.995000 74.306000 26.532000 -0.77 0.69 -0.89
H 48.099000 75.156000 25.633000 -0.85 1.04 0.32
H 46.744000 74.868000 24.980000 -4.78 -4.26 -12.27
H 45.306000 76.068000 26.412000 -0.22 0.42 0.79
H 46.379000 77.074000 25.581000 0.45 1.50 0.06
H 45.618000 77.993000 28.476000 -1.69 -0.12 -1.36
H 46.829000 78.921000 27.308000 -0.54 -3.00 1.72
H 48.413000 78.024000 29.262000 -2.28 0.39 0.44
H 46.860000 77.142000 29.935000 0.98 2.33 -0.54
H 46.857000 79.195000 29.805000 1.28 -3.19 -0.97
C 50.244000 85.300000 26.068000 -0.73 3.54 2.87
C 49.137000 86.342000 25.634000 -1.09 0.53 1.61
O 47.894000 85.508000 25.501000 1.03 2.35 0.94
C 46.691000 86.304000 25.466000 0.39 2.05 0.66
C 45.516000 85.469000 25.576000 2.67 -0.63 3.01
H 50.654000 84.854000 25.216000 0.30 -1.19 -1.10
H 49.878000 84.635000 26.917000 0.52 0.68 -1.46
H 51.061000 85.984000 26.490000 -0.77 -1.17 -0.36
H 49.510000 86.992000 24.820000 -0.55 -1.32 -1.09
H 48.888000 87.347000 26.272000 0.50 -2.94 -0.02
H 46.729000 86.696000 24.466000 -0.35 1.09 -0.38
H 46.386000 87.098000 26.245000 2.27 -0.38 -0.73
H 45.441000 84.989000 26.513000 0.79 -1.10 1.37
H 45.716000 84.829000 24.875000 -0.54 -4.39 -4.10
H 44.646000 85.914000 25.633000 -4.33 2.78 -1.15
C 44.822000 83.625000 21.847000 0.62 0.61 -1.17
C 43.420000 83.902000 22.157000 -1.22 0.73 -2.73
O 43.272000 84.823000 23.172000 0.15 -1.24 2.07
C 41.944000 85.104000 23.507000 -1.51 -1.42 -5.67
C 41.978000 86.201000 24.322000 0.99 2.26 6.69
H 45.118000 82.938000 22.569000 1.51 -1.14 1.20
H 45.446000 84.513000 21.765000 0.02 0.11 0.58
H 44.907000 83.187000 20.857000 -0.16 -0.44 -0.06
H 42.849000 82.962000 22.040000 -0.17 0.11 1.54
H 43.009000 84.458000 21.344000 -0.44 0.30 -1.52
H 41.389000 84.335000 24.029000 -0.03 -0.88 -0.50
H 41.408000 85.463000 22.542000 0.39 -1.34 0.81
H 42.638000 86.998000 24.038000 0.01 0.48 -0.36
H 42.468000 85.660000 25.216000 -0.27 1.70 -0.36
H 41.026000 86.528000 24.752000 0.05 0.14 -0.55
C 53.390000 82.610000 26.666000 -1.84 -5.03 3.71
C 52.386000 81.399000 26.400000 4.65 -2.54 1.66
O 52.246000 80.583000 27.705000 2.07 2.46 -2.18
C 51.578000 79.389000 27.517000 3.36 -1.51 -1.83
C 51.521000 78.603000 28.736000 0.93 -0.58 -0.19
H 53.188000 83.140000 27.564000 -0.94 1.01 0.36
H 53.567000 83.114000 25.846000 0.56 2.99 -4.05
H 54.303000 82.136000 26.962000 0.80 -0.55 -0.16
H 52.946000 80.688000 25.609000 -1.39 1.41 1.65
H 51.441000 81.594000 26.052000 -2.33 0.85 -0.79
H 51.939000 78.695000 26.705000 0.36 1.00 0.09
H 50.670000 79.679000 27.232000 -4.42 0.58 -1.20
H 51.327000 79.329000 29.415000 -0.83 1.87 2.93
H 52.405000 78.075000 29.070000 0.12 -0.29 -0.42
H 50.657000 78.035000 28.602000 -1.17 -1.67 0.37
C 44.442000 80.409000 31.071000 4.35 0.61 -1.87
C 44.600000 81.445000 29.903000 1.07 -4.11 0.74
O 46.014000 81.468000 29.494000 -1.38 -1.88 2.54
C 46.312000 82.522000 28.596000 -2.03 -5.48 -3.22
C 47.717000 82.519000 28.168000 0.44 2.44 2.74
H 43.646000 80.025000 31.525000 -4.98 -0.03 1.13
H 45.027000 80.631000 31.967000 0.84 0.02 -0.58
H 44.686000 79.487000 30.595000 1.49 -1.03 -0.01
H 44.217000 82.237000 30.382000 -0.65 4.25 0.80
H 43.862000 81.090000 29.183000 0.54 0.32 -0.92
H 45.859000 83.238000 29.074000 -1.36 5.50 1.90
H 45.553000 82.166000 27.839000 1.07 1.34 -0.87
H 48.283000 83.049000 29.018000 -0.14 -1.49 -1.11
H 47.879000 83.160000 27.357000 -0.08 1.10 -1.46
H 48.026000 81.568000 27.865000 0.75 -1.57 0.13
C 48.817000 83.333000 22.845000 1.95 -0.26 -2.47
C 48.343000 82.162000 23.726000 1.59 2.80 1.14
O 49.030000 81.009000 23.550000 0.36 -2.49 0.67
C 48.568000 79.893000 24.359000 -1.88 0.23 -2.83
C 49.514000 78.877000 24.120000 6.10 -4.82 -1.22
H 48.006000 84.050000 22.777000 0.41 0.68 0.64
H 49.093000 83.220000 21.729000 -1.22 -1.15 1.21
H 49.892000 83.700000 23.038000 -1.94 0.00 1.03
H 47.324000 81.982000 23.747000 -2.47 -0.12 -0.84
H 48.499000 82.562000 24.749000 0.16 -0.11 0.04
H 47.630000 79.401000 24.059000 -0.66 1.27 -0.47
H 48.498000 79.952000 25.390000 -0.12 1.57 2.30
H 49.911000 78.743000 23.001000 -1.65 0.12 2.12
H 49.409000 77.781000 24.628000 -0.36 2.73 -1.25
H 50.474000 79.247000 24.549000 -0.28 -0.40 0.04